The following is a quantum chemistry calculation of C13H15BrN2O5W as an isolated structure at a distorted geometry, from the OMol25 dataset.

The geometry in XYZ format:
```
37
Properties=species:S:1:pos:R:3:forces:R:3
W 0.417 -1.216 -0.030 0.43 -0.13 0.92
O 0.501 -1.749 -3.353 0.42 0.03 -0.25
C 0.322 -0.810 -2.708 -0.63 0.09 0.14
O 1.291 -0.612 -1.457 0.14 -0.23 -0.25
C -0.718 0.265 -2.636 0.27 0.07 -0.03
C -0.109 1.582 -2.078 -0.04 0.01 -0.19
C -0.981 2.750 -2.518 0.02 -0.02 0.02
C -2.226 2.545 -1.626 0.05 0.03 0.01
C -1.828 1.336 -0.793 -0.12 -0.02 -0.12
O -0.379 1.433 -0.666 -0.03 -0.05 0.06
C -1.889 0.007 -1.584 -0.05 0.00 -0.02
C -1.547 -1.055 -0.544 0.26 0.27 -0.38
O -1.097 -2.277 -0.788 -0.11 0.00 -0.11
O -1.386 -0.725 0.732 0.25 -0.11 0.17
H -1.080 0.363 -3.659 -0.22 0.02 0.07
H 0.955 1.700 -2.250 0.02 -0.02 0.03
H -1.197 2.707 -3.584 0.01 0.02 -0.01
H -0.485 3.695 -2.315 0.00 -0.01 0.03
H -3.144 2.372 -2.184 0.01 -0.02 -0.01
H -2.392 3.399 -0.974 -0.02 0.01 -0.01
H -2.287 1.281 0.185 0.02 0.00 0.02
H -2.825 -0.202 -2.100 -0.05 -0.04 0.10
N 1.344 -3.203 -0.112 -0.04 -0.08 0.04
H 2.324 -3.267 0.167 -0.01 0.09 0.01
H 1.303 -3.565 -1.069 -0.06 0.10 -0.03
H 0.845 -3.902 0.444 -0.06 0.06 0.01
Br 2.044 -2.634 5.296 -0.01 0.05 -0.05
C 1.702 -1.250 4.089 0.12 0.23 0.12
C 1.542 0.071 4.509 -0.02 -0.06 -0.16
C 1.307 1.052 3.554 0.17 -0.03 0.17
C 1.205 0.703 2.227 -0.17 0.07 -0.11
N 1.331 -0.579 1.818 -0.42 0.00 -0.08
C 1.610 -1.522 2.742 -0.06 -0.29 -0.06
H 1.601 0.321 5.561 0.00 0.00 0.00
H 1.194 2.087 3.843 0.01 0.00 -0.01
H 0.989 1.437 1.462 -0.06 -0.02 -0.02
H 1.743 -2.539 2.398 -0.02 0.00 0.00
```
Positions in Å, forces in eV/Å.

The frontier orbital gap comes out at 7.77 eV. The spin multiplicity is 1. Its total charge is +2. As for the lowest unoccupied orbital energy: -8.14 eV. Its HOMO energy is -0.5845 hartree.

natural (NBO) atomic charge list, values in e, 2 entries: 2.017 -0.371